Record 1
Computed, not measured: 2 unconnected molecules or ions with the total composition BH3S3 at a distorted geometry, with wB97M-V/def2-TZVPD.

Computed properties:
Structure (SMILES): S=BS.S
Total charge: 0
E_LUMO (eV): 0.125
Spin multiplicity: 1
Kohn-Sham gap (Ha): 0.361
Energy relative to the best compared isomer or geometry (same formula, charge and spin) (kcal per mole): 23.56

Each line ends with the natural charge from an NBO analysis.
Cartesian coordinates (Å):
S (2.15, -0.90, -1.55)  -0.2054
H (-0.93, 1.64, -1.15)  0.1752
S (0.32, -2.25, 0.94)  -0.1607
S (-1.44, 1.40, 0.18)  -0.3264
H (-1.43, 2.76, 0.21)  0.1536
B (1.22, -1.46, -0.34)  0.1760
H (0.11, -1.18, 1.73)  0.1878

Record 2
Computed, not measured: BH4N in the gas phase at a distorted geometry, with wB97M-V/def2-TZVPD.

Computed properties:
Structure (SMILES): BN
Total charge: 0
E_LUMO (eV): 0.817
Spin multiplicity: 1
Kohn-Sham gap (Ha): 0.424
Energy relative to the best compared isomer or geometry (same formula, charge and spin) (kcal per mole): 4.78

Each line ends with the natural charge from an NBO analysis.
Cartesian coordinates (Å):
B (-0.74, -0.05, -0.04)  0.4385
H (-1.26, -0.63, -0.97)  -0.0929
H (1.25, 0.43, 0.80)  0.4016
H (-1.49, 0.36, 0.85)  -0.0850
H (1.24, -0.38, -0.80)  0.3999
N (0.75, 0.07, -0.02)  -1.0621

Record 3
Computed, not measured: 2 unconnected molecules or ions with the total composition BH4NS at a distorted geometry, with wB97M-V/def2-TZVPD.

Computed properties:
Total charge: 0
E_LUMO (spin up / spin down) (eV): 0.632 / -3.661
Spin multiplicity: 3
Kohn-Sham gap (spin up / spin down) (Ha): 0.205 / 0.225
Energy relative to the best compared isomer or geometry (same formula, charge and spin) (kcal per mole): 54.97
<S²>: 2.003

Each line ends with the natural charge from an NBO analysis.
Cartesian coordinates (Å):
H (1.55, 2.90, 0.75)  0.1537
H (0.62, 1.07, 1.26)  0.1488
B (-1.46, -1.41, -0.44)  0.2747
S (1.84, 1.64, 1.17)  -0.3209
N (-0.46, -1.23, -1.16)  -0.5578
H (0.37, -1.22, -1.57)  0.3780
H (-2.46, -1.74, -0.01)  -0.0765

Record 4
Computed, not measured: a molecular structure, BaCl3NiO12 at a distorted geometry, with wB97M-V/def2-TZVPD.

Computed properties:
Total charge: +1
E_LUMO (spin up / spin down) (eV): -5.828 / -8.168
Spin multiplicity: 3
Kohn-Sham gap (spin up / spin down) (Ha): 0.252 / 0.166
<S²>: 2.005

Each line ends with the Mulliken charge.
Cartesian coordinates (Å):
O (-1.15, -1.05, 2.16)  -0.7016
O (0.97, -0.47, 1.42)  -0.6532
O (-0.73, 1.14, 1.26)  -0.4339
O (2.37, -3.24, -1.41)  -0.5623
O (0.65, -3.21, 0.19)  -0.5334
O (-2.45, 3.64, -0.12)  -0.6131
O (1.56, -1.22, -0.44)  -0.6264
Cl (1.85, -2.58, -0.24)  1.9923
Ba (-1.70, 0.04, -1.72)  1.6649
Cl (-1.54, 3.04, -1.03)  2.0290
Ni (2.15, -1.44, 1.94)  1.0988
O (-1.12, 1.86, -0.51)  -0.8990
O (2.90, -2.35, 0.76)  -0.6301
O (-1.91, 2.77, -2.44)  -0.8074
O (-0.93, -0.74, -0.01)  -0.7531
Cl (-0.37, -0.24, 1.19)  2.0793
O (-0.56, 4.05, -1.02)  -0.6506

One value per record, in order, for calculated total energy: -1221.22816; -82.01063; -479.94681; -3815.89026 Ha.